Record 1
ORCA calculation (ωB97M-V/def2-TZVPD) on a structure of composition C27H63F3N10O15P3Ti at a distorted geometry.

Geometry as XYZ:
```
122
Properties=species:S:1:pos:R:3:forces:R:3
Ti -19.136700 -14.894610 13.750420 -0.04 -0.09 0.23
N -20.150760 -14.687650 16.948280 -1.62 -2.10 2.63
O -21.216240 -15.246140 16.888670 -3.09 -2.14 0.84
O -19.482650 -14.669880 17.954730 1.57 -0.14 2.59
O -19.797220 -14.127180 15.983800 3.53 3.87 -6.68
C -17.025940 -16.891770 20.012560 0.89 1.95 0.13
C -18.117930 -17.607670 19.236340 0.59 1.68 1.70
O -18.467210 -18.498620 20.187090 -2.32 -1.87 2.08
C -18.393500 -17.910320 21.398340 -1.60 -3.46 4.21
O -18.958770 -18.386010 22.402820 1.81 2.17 -3.38
O -17.485860 -16.950180 21.372890 -0.35 0.83 -0.28
F -17.621610 -18.312080 18.281210 1.06 -1.20 -3.41
H -16.868250 -15.852630 19.723720 -0.26 0.05 0.16
H -16.042820 -17.362250 20.027730 -0.20 -0.49 -0.60
H -19.007330 -17.033010 18.977790 0.27 0.45 -0.66
C -20.627310 -11.586380 17.717050 0.74 -1.07 0.53
C -19.625460 -11.693750 18.910270 -1.72 0.47 -1.34
O -20.344460 -11.077890 19.964200 0.34 -0.25 -0.55
C -21.528540 -10.539570 19.477390 -0.40 -0.28 1.10
O -22.369340 -10.026460 20.133680 0.42 0.35 0.65
O -21.689000 -10.761000 18.191510 0.95 -0.50 -1.46
F -18.575450 -10.928490 18.487680 0.99 0.73 0.72
H -21.011290 -12.560690 17.414760 -0.21 0.30 0.01
H -20.010680 -11.152270 16.930020 -0.75 0.23 -0.24
H -19.208300 -12.685940 19.082430 -0.51 0.12 0.65
C -23.976300 -17.093190 17.744110 -0.05 0.58 -0.17
C -23.021740 -18.162050 18.245510 1.49 1.72 1.07
O -23.414760 -19.395750 17.743640 0.32 0.49 -0.39
C -24.420030 -19.159460 16.909090 -3.11 -1.47 -2.24
O -25.042490 -19.987790 16.265320 1.69 1.33 1.31
O -24.751880 -17.849370 16.849020 -0.69 -0.30 -0.35
F -23.029620 -18.265660 19.595050 -0.19 -0.11 0.64
H -23.538710 -16.239710 17.226250 0.75 -0.52 -0.40
H -24.541440 -16.540060 18.494290 -0.51 -0.91 0.51
H -22.023350 -17.828820 17.962180 0.36 -0.81 -0.13
O -17.003550 -13.858320 13.857580 -1.37 -0.27 0.31
P -15.963310 -13.118710 14.605070 2.29 2.16 2.09
N -15.467520 -13.851680 16.064190 0.34 -0.57 -0.11
C -16.429640 -14.311990 17.067100 -1.33 -0.96 -1.13
C -14.216480 -13.567010 16.733360 1.09 1.41 -1.51
N -16.417910 -11.527870 15.161830 -1.29 -1.84 -1.92
C -15.510610 -10.634030 15.802170 1.12 -0.66 0.43
C -17.723110 -10.949400 14.958010 -0.50 -0.06 1.22
N -14.491970 -12.907840 13.742980 -1.57 0.40 0.89
C -13.656240 -14.035570 13.333330 -0.14 0.15 0.11
C -14.265040 -11.709490 12.928290 0.90 -0.10 0.17
H -17.215890 -13.602180 17.324170 0.09 0.21 -0.04
H -16.014130 -14.719660 17.988650 0.72 0.55 -0.18
H -16.910710 -15.192860 16.641970 -0.55 0.02 0.00
H -13.499770 -13.195130 16.001150 0.13 -0.13 -0.23
H -13.721590 -14.428190 17.182310 -0.51 -0.04 0.35
H -14.322120 -12.685060 17.365110 0.04 -0.46 0.83
H -14.636740 -10.648390 15.150840 0.66 0.48 0.96
H -15.852120 -9.609640 15.950860 -0.44 -0.10 -0.61
H -15.350760 -10.996100 16.817770 0.68 0.13 0.06
H -18.455010 -11.724280 14.729950 0.01 0.39 -1.09
H -18.126080 -10.592220 15.905710 0.24 -0.14 0.66
H -17.655910 -9.990170 14.444740 -0.37 -0.42 -1.17
H -13.697350 -14.853230 14.052960 -0.37 -0.05 -0.18
H -13.923210 -14.342810 12.322180 -0.11 -0.40 0.02
H -12.605910 -13.747200 13.291670 0.06 0.35 0.10
H -14.752250 -10.801410 13.283410 -0.30 -0.40 -0.07
H -14.423170 -11.827780 11.856330 -0.56 -0.28 -0.06
H -13.193010 -11.525440 12.998860 0.20 0.25 0.07
O -22.132920 -14.093570 24.100980 -1.14 -1.14 -2.74
P -22.620320 -14.818620 22.839830 0.04 1.70 2.14
N -23.159950 -16.402070 23.126080 -0.98 -0.05 -0.58
C -22.200090 -17.456970 23.408460 1.26 -0.17 -0.89
C -24.374730 -16.580730 23.947440 0.21 1.35 0.17
N -21.412010 -14.930180 21.721680 0.85 -1.54 -1.44
C -21.689790 -15.494540 20.370140 0.31 0.73 0.12
C -20.134240 -14.224790 21.873500 0.15 0.88 1.04
N -23.893180 -13.962580 22.023120 0.20 -2.02 1.31
C -24.630680 -14.531660 20.931680 0.47 -0.73 -0.32
C -23.946250 -12.525810 22.138570 1.56 0.05 0.19
H -21.521100 -17.593940 22.566840 0.08 0.23 -0.12
H -22.654110 -18.443300 23.503960 -0.49 0.26 0.18
H -21.540560 -17.290810 24.260230 -0.23 0.20 0.36
H -24.725500 -17.610440 24.016440 0.36 0.00 -0.27
H -25.192780 -15.958440 23.584610 0.01 -0.04 -0.25
H -24.148020 -16.192330 24.940340 -0.18 -0.28 0.40
H -21.957360 -14.706130 19.666630 -0.01 0.28 -0.11
H -20.793590 -15.937800 19.936040 0.13 -0.08 0.26
H -22.487320 -16.233640 20.294070 0.15 0.07 0.77
H -19.317990 -14.340190 21.160390 -0.75 -0.77 -0.93
H -20.311660 -13.149710 21.902170 0.04 0.15 0.10
H -19.600560 -14.479250 22.789220 -0.52 -0.10 0.38
H -24.247310 -14.288490 19.940730 0.12 0.82 -0.29
H -24.453340 -15.606820 20.905840 -0.70 -0.24 0.52
H -25.683030 -14.250320 20.970470 -0.12 -0.28 0.05
H -24.055800 -12.210000 23.176050 -0.58 0.08 -0.11
H -24.655770 -12.116010 21.419720 -0.11 0.05 0.38
H -22.946080 -12.182470 21.874240 0.00 0.72 -0.28
O -20.749880 -16.496390 12.870730 2.20 0.82 1.02
P -22.029640 -16.561620 12.179620 -5.26 1.46 -3.42
N -23.179230 -15.316550 12.713140 1.26 -2.29 -0.65
C -22.976590 -14.786730 14.037860 0.43 0.24 0.53
C -24.559810 -15.263130 12.227560 0.04 -0.25 -1.21
N -22.906900 -18.017110 12.349020 1.45 -0.46 -2.07
C -23.324820 -18.255090 13.679820 -1.18 0.68 0.74
C -22.359230 -19.249970 11.706050 -0.03 0.92 -0.69
N -21.941130 -16.244240 10.448660 1.36 -1.54 1.63
C -20.701760 -16.611840 9.763620 0.60 -0.40 0.89
C -23.090030 -16.122220 9.560900 -0.84 1.16 1.68
H -23.896580 -14.274110 14.318810 0.29 0.17 0.21
H -22.129690 -14.100720 14.054050 -0.09 0.37 0.08
H -22.735200 -15.528270 14.799410 -0.18 -0.20 0.08
H -24.613890 -14.579030 11.380700 -0.20 0.44 0.21
H -25.304480 -14.976330 12.970070 0.40 0.06 0.24
H -24.923400 -16.188880 11.781580 0.22 -0.42 0.34
H -23.898210 -17.344170 13.851690 0.01 -0.12 1.30
H -24.041130 -19.074120 13.744590 0.18 -0.12 -0.05
H -22.482060 -18.415770 14.352160 -0.10 0.05 0.45
H -22.863490 -20.163540 12.021030 0.05 0.30 0.66
H -22.574700 -19.242790 10.637590 0.29 0.35 -0.17
H -21.282510 -19.299250 11.868400 0.06 -0.45 0.00
H -20.220500 -17.489620 10.194890 -0.18 -0.39 0.07
H -20.912780 -16.864060 8.724410 0.22 0.38 0.06
H -19.931070 -15.855310 9.911250 -0.09 0.37 -0.63
H -23.403090 -15.095060 9.748090 -0.57 0.10 -0.69
H -23.902740 -16.753500 9.920190 -0.08 -0.27 -0.47
H -22.901760 -16.235750 8.493300 0.35 -0.30 0.33
```
Positions in Å, forces in eV/Å.

Calculated values
Energy above the lowest of the compared OMol25 structures with the same formula, charge and spin = 558.9 kJ/mol
Spin multiplicity = 4
E_HOMO (spin up / spin down) = -6.21 / -7.81 eV
Total charge = 0
Kohn-Sham gap (spin up / spin down) = 6.306 / 7.483 eV

---

Record 2
ORCA calculation (ωB97M-V/def2-TZVPD) on an isolated molecule of C3H4N2O2S at a distorted geometry.

Geometry as XYZ:
```
12
Properties=species:S:1:pos:R:3:forces:R:3
C 0.413987 -1.204274 0.252632 0.09 1.24 -0.25
C 1.421147 -0.733473 -0.568790 -1.06 0.12 0.83
C -1.505175 0.486914 0.434599 4.41 -2.18 -0.74
N -0.873576 -0.658069 0.656534 1.33 -0.29 -0.51
N 1.220885 0.410358 -1.158409 -1.46 3.22 -0.47
O -0.659550 2.182859 -1.510288 0.03 -0.08 -1.82
O 0.606115 2.244377 0.485505 1.26 0.16 1.94
S 0.091773 1.457631 -0.558169 -1.88 -0.12 -0.66
H 0.522284 -2.163714 0.541978 0.00 -2.90 1.49
H 2.438869 -1.191206 -0.790942 -1.78 0.00 0.44
H -2.476881 0.538117 0.917548 0.02 0.66 -0.30
H -1.199878 -1.369522 1.297802 -0.95 0.18 0.04
```
Positions in Å, forces in eV/Å.

Calculated values
Energy above the lowest of the compared OMol25 structures with the same formula, charge and spin = 538.6 kJ/mol
E_HOMO (spin up / spin down) = -8.52 / -8.51 eV
Total charge = 0
Kohn-Sham gap (spin up / spin down) = 7.998 / 7.996 eV

---

Record 3
ORCA calculation (ωB97M-V/def2-TZVPD) on a structure of composition C2F6MnNO4S2Te4 at a distorted geometry.

Geometry as XYZ:
```
20
Properties=species:S:1:pos:R:3:forces:R:3
Mn -0.144799 0.222951 -1.024048 0.01 -0.38 -1.44
F -2.093629 -1.822795 2.895384 0.00 -0.02 0.11
C -1.831104 -1.592130 1.617562 0.13 0.16 0.02
F -2.904600 -1.851817 0.897842 -0.13 -0.04 -0.08
F -0.826383 -2.355394 1.235243 0.06 -0.06 -0.07
S -1.431809 0.241038 1.428114 1.25 -0.13 0.93
O -2.072958 0.692634 0.206777 0.26 -0.20 -0.16
O -1.768296 0.848017 2.671037 -0.28 0.10 -0.12
N 0.227281 0.152238 1.188063 -0.97 1.40 -0.62
S 0.888358 1.674724 1.028450 0.11 -1.07 1.24
O 0.979171 2.400766 2.247806 -0.08 0.27 -0.15
O 0.397768 2.317276 -0.180151 0.03 -0.28 0.01
C 2.617893 1.139389 0.633838 -0.16 0.02 0.11
F 3.116650 0.408371 1.615470 0.03 -0.04 0.08
F 3.341099 2.238758 0.486741 0.10 0.09 -0.05
F 2.641442 0.439019 -0.494158 -0.03 -0.10 -0.13
Te 0.192906 0.602543 -3.658026 -0.16 0.79 0.03
Te 0.827837 -0.460475 -5.945355 0.15 -0.27 -0.02
Te -1.058884 -3.451197 -4.451958 0.26 0.00 -0.13
Te -1.097942 -1.843915 -2.398628 -0.59 -0.25 0.43
```
Positions in Å, forces in eV/Å.

Calculated values
Energy above the lowest of the compared OMol25 structures with the same formula, charge and spin = 266.0 kJ/mol
Spin multiplicity = 6
E_HOMO (spin up / spin down) = -3.48 / -3.51 eV
Total charge = -1
Kohn-Sham gap (spin up / spin down) = 5.491 / 5.190 eV

---

Record 4
ORCA calculation (ωB97M-V/def2-TZVPD) on an isolated molecule of CHClOS at a distorted geometry.

Geometry as XYZ:
```
5
Properties=species:S:1:pos:R:3:forces:R:3
C -1.460118 -1.335299 0.206135 -0.50 -0.74 0.18
O 2.160934 1.341314 0.057799 0.72 -0.31 0.31
S 0.875447 1.786809 -0.485038 0.29 1.20 -0.44
Cl -0.984599 0.173914 -0.251002 -0.63 -0.57 0.05
H -0.591664 -1.966737 0.472106 0.13 0.42 -0.10
```
Positions in Å, forces in eV/Å.

Calculated values
Energy above the lowest of the compared OMol25 structures with the same formula, charge and spin = 455.8 kJ/mol
E_HOMO (spin up / spin down) = -8.63 / -8.56 eV
Total charge = 0
Kohn-Sham gap (spin up / spin down) = 7.294 / 7.257 eV